(1)
A cluster of 2 separate species, C4H8P in total. Source: the Open Molecules 2025 dataset; level of theory: ωB97M-V/def2-TZVPD.

ORCA input file:
```
! RIJCOSX wB97M-V def2-TZVPD def2/J DEFGRID3
* xyz 1 1
C -1.31 -2.84 -0.11
C -1.55 -1.67 -0.05
C -0.85 0.31 1.61
C 0.83 1.18 -1.31
P -1.64 0.09 -0.06
H -1.21 -3.94 -0.04
H 0.21 0.16 -1.15
H -0.72 1.30 1.94
H -0.01 -0.30 1.29
H -1.36 -0.15 2.37
H 0.95 1.21 -2.33
H 1.88 0.80 -0.86
H 0.45 2.08 -0.85
*
```

Results
Energy in Ha: -498.128985
Relative energy (zero: lowest compared OMol25 entry of this formula, charge and spin) in kcal/mol: 54.9
Highest occupied orbital energy in Ha: -0.563

Löwdin atomic charge list, values in e, 6 entries:
1 C 0.15
2 C -0.36
3 C -0.25
4 C -0.03
5 P 1.14
6 H 0.09

=====

(2)
A structure of composition C30H28FFeN5O8. Source: the Open Molecules 2025 dataset; level of theory: ωB97M-V/def2-TZVPD.

ORCA input file:
```
! RIJCOSX wB97M-V def2-TZVPD def2/J DEFGRID3
* xyz 1 6
Fe 2.48 -0.90 2.84
O 6.72 3.25 0.82
C 5.87 2.32 1.30
C 5.71 2.09 2.67
C 4.78 1.15 3.06
N 4.06 0.49 2.17
C 4.28 0.62 0.88
C 5.16 1.55 0.38
C 3.51 -0.42 0.11
O 3.41 -0.35 -1.10
O 3.04 -1.33 0.89
C 4.52 0.66 4.46
O 5.07 1.18 5.40
O 3.67 -0.32 4.47
H 7.18 3.70 1.54
H 6.30 2.62 3.42
H 5.32 1.67 -0.68
F 0.99 1.06 -3.34
C 0.18 0.40 -2.49
C 0.47 0.40 -1.16
C -0.38 -0.23 -0.25
C 0.04 -0.37 1.14
O 1.05 0.22 1.57
C -0.77 -1.23 1.93
C -1.98 -1.63 1.47
N -2.45 -1.37 0.22
C -3.89 -1.58 0.04
C -4.52 -2.39 -1.05
C -4.72 -0.90 -0.99
C -1.58 -0.81 -0.71
C -1.81 -0.86 -2.09
C -0.93 -0.28 -2.99
N -1.16 -0.45 -4.38
C -0.08 -0.31 -5.35
C -0.51 -1.04 -6.64
N -1.56 -2.04 -6.26
C -2.83 -1.35 -5.88
C -2.45 -0.16 -4.97
C -0.34 -1.70 3.29
O -1.17 -1.92 4.14
O 0.95 -1.91 3.41
H 1.37 0.87 -0.81
H -2.63 -2.18 2.13
H -4.35 -1.68 1.01
H -5.34 -3.03 -0.77
H -3.89 -2.82 -1.82
H -5.68 -0.52 -0.67
H -4.24 -0.26 -1.72
H -2.64 -1.42 -2.48
H 0.82 -0.76 -4.93
H 0.16 0.73 -5.59
H 0.33 -1.55 -7.10
H -0.95 -0.36 -7.36
H -1.21 -2.53 -5.42
H -1.72 -2.72 -7.00
H -3.47 -2.07 -5.37
H -3.33 -1.01 -6.78
H -3.21 -0.02 -4.20
H -2.41 0.76 -5.56
N 1.54 1.02 4.14
C 0.18 1.36 4.33
C -0.42 2.31 3.51
C -1.74 2.69 3.74
C -2.45 2.12 4.78
C -1.86 1.15 5.57
C -0.56 0.75 5.34
H 1.99 0.62 4.95
H 2.09 1.73 3.69
H 0.15 2.76 2.71
H -2.19 3.45 3.11
H -3.47 2.44 4.98
H -2.42 0.68 6.37
H -0.09 -0.02 5.94
*
```

Results
Energy in Ha: -3399.114600
Relative energy (zero: lowest compared OMol25 entry of this formula, charge and spin) in kcal/mol: 33.7
<S²>: 8.76
Highest occupied orbital energy (alpha / beta) in Ha: -0.369 / -0.369

Löwdin atomic charge list, values in e, 6 entries:
1 Fe 1.24
2 O 0.10
3 C -0.27
4 C 0.09
5 C -0.17
6 N 0.08

=====

(3)
A structure of composition C3H4InLiO3. Source: the Open Molecules 2025 dataset; level of theory: ωB97M-V/def2-TZVPD.

ORCA input file:
```
! RIJCOSX wB97M-V def2-TZVPD def2/J DEFGRID3
* xyz 2 1
O -1.82 0.72 0.24
C -0.82 1.46 0.06
C 0.30 1.51 0.93
H -0.83 2.04 -0.88
H 0.22 -2.40 -2.01
H 0.10 1.19 1.96
H 0.93 2.41 0.83
Li -1.85 -1.10 0.51
O -0.14 -1.68 -0.10
C 0.65 -2.12 -0.99
O 1.86 -1.80 -0.92
In 1.40 -0.23 0.37
*
```

Results
Energy in Ha: -539.452593
Relative energy (zero: lowest compared OMol25 entry of this formula, charge and spin) in kcal/mol: 0.0
Highest occupied orbital energy in Ha: -0.729

Löwdin atomic charge list, values in e, 6 entries:
1 O -0.05
2 C -0.29
3 C -0.11
4 H 0.17
5 H 0.22
6 H 0.10

=====

(4)
A structure of composition C21H17CrN7O4SSe. Source: the Open Molecules 2025 dataset; level of theory: ωB97M-V/def2-TZVPD.

ORCA input file:
```
! RIJCOSX wB97M-V def2-TZVPD def2/J DEFGRID3
* xyz 0 5
Cr 1.02 -0.54 -0.75
N -3.23 -0.55 -1.24
C -1.97 -0.95 -1.14
N -1.00 -0.15 -0.81
C -1.24 1.25 -0.70
N -0.25 2.07 -0.68
N 0.94 1.42 -0.73
C 2.10 2.06 -0.96
C 3.24 1.23 -1.06
C 4.55 1.69 -1.30
C 5.57 0.78 -1.39
C 5.32 -0.59 -1.25
C 4.03 -1.00 -1.01
N 3.01 -0.13 -0.89
C -2.63 1.70 -0.67
C -2.99 3.02 -0.40
C -4.33 3.39 -0.41
C -5.31 2.45 -0.70
C -4.96 1.14 -0.97
C -3.62 0.77 -0.95
H -3.92 -1.22 -1.54
H -1.74 -1.98 -1.39
H 2.13 3.13 -1.10
H 4.72 2.75 -1.43
H 6.58 1.13 -1.58
H 6.11 -1.33 -1.34
H 3.76 -2.04 -0.91
H -2.21 3.74 -0.19
H -4.60 4.41 -0.21
H -6.36 2.73 -0.71
H -5.72 0.40 -1.19
N 2.61 0.99 1.99
C 1.55 0.21 2.26
N 0.98 -0.61 1.43
C -0.06 -1.32 2.07
C -0.78 -2.39 1.54
C -1.78 -2.97 2.30
C -2.06 -2.52 3.59
C -1.32 -1.50 4.15
C -0.32 -0.92 3.38
S 0.84 0.29 3.86
H 2.94 1.05 1.03
H 2.83 1.75 2.60
H -0.51 -2.78 0.57
H -2.33 -3.81 1.89
H -2.85 -2.99 4.17
H -1.50 -1.16 5.16
O 0.99 -0.81 -2.69
Se 0.96 -2.51 -2.58
O 2.21 -3.19 -3.31
O 1.14 -2.52 -0.88
O -0.52 -3.05 -2.94
*
```

Results
Energy in Ha: -5338.847486
Relative energy (zero: lowest compared OMol25 entry of this formula, charge and spin) in kcal/mol: 0.0
<S²>: 6.05
Highest occupied orbital energy (alpha / beta) in Ha: -0.221 / -0.306

Löwdin atomic charge list, values in e, 6 entries:
1 Cr 0.80
2 N 0.14
3 C -0.11
4 N 0.05
5 C -0.25
6 N 0.12

=====

(5)
The ion C5H5O4 with charge +1. Source: the Open Molecules 2025 dataset; level of theory: ωB97M-V/def2-TZVPD.

ORCA input file:
```
! RIJCOSX wB97M-V def2-TZVPD def2/J DEFGRID3
* xyz 1 3
C 1.98 -0.41 0.53
C 2.15 -0.66 1.89
C 0.71 0.10 0.41
C -0.20 0.42 -0.78
C -2.36 0.29 -1.38
O 0.23 0.71 -1.84
O 1.08 -0.30 2.53
O 0.21 0.20 1.59
O -1.37 0.21 -0.40
H 2.64 -0.33 -0.28
H 2.83 -1.24 2.44
H -3.26 -0.11 -0.86
H -2.05 -0.17 -2.31
H -2.59 1.30 -1.53
*
```

Results
Energy in Ha: -493.925328
<S²>: 2.01
Highest occupied orbital energy (alpha / beta) in Ha: -0.473 / -0.579

Löwdin atomic charge list, values in e, 6 entries:
1 C 0.24
2 C 0.03
3 C -0.07
4 C -0.50
5 C 0.02
6 O 0.21

=====

(6)
A cluster of 2 separate species, C4H10IPS in total. Source: the Open Molecules 2025 dataset; level of theory: ωB97M-V/def2-TZVPD.

ORCA input file:
```
! RIJCOSX wB97M-V def2-TZVPD def2/J DEFGRID3
* xyz 0 1
C -0.35 -1.09 2.49
C 0.42 0.31 -2.58
C 0.19 -0.68 1.13
C -0.39 0.75 -1.38
P -1.08 -0.51 -0.22
S -2.81 0.06 0.61
I 2.97 2.04 0.72
H 0.53 -0.96 3.21
H -1.19 -0.35 2.80
H -0.80 -2.09 2.53
H -0.17 -0.28 -3.32
H 0.94 1.26 -2.88
H 1.31 -0.36 -2.14
H 0.92 -1.19 0.52
H 0.55 0.38 1.16
H -1.36 1.21 -1.79
H 0.31 1.50 -0.87
*
```

Results
Energy in Ha: -1195.560449
Relative energy (zero: lowest compared OMol25 entry of this formula, charge and spin) in kcal/mol: 63.2
Highest occupied orbital energy (alpha / beta) in Ha: -0.323 / -0.294

Löwdin atomic charge list, values in e, 6 entries:
1 C -0.19
2 C -0.20
3 C -0.50
4 C -0.52
5 P 0.48
6 S 0.17

=====

(7)
A structure of composition C61H57BF3GeO7P3Sr. Source: the Open Molecules 2025 dataset; level of theory: ωB97M-V/def2-TZVPD.

ORCA input file:
```
! RIJCOSX wB97M-V def2-TZVPD def2/J DEFGRID3
* xyz 0 1
Sr -2.68 0.84 3.86
F 2.79 0.43 -5.14
Ge 1.92 0.23 -3.55
C 0.27 1.00 -4.25
C 0.07 0.89 -5.60
C -1.20 1.02 -6.16
C -2.27 1.31 -5.37
C -2.01 1.72 -4.04
C -0.77 1.58 -3.42
P -0.36 2.49 -1.88
C -1.96 3.10 -1.28
C -2.88 2.09 -0.90
C -4.15 2.44 -0.40
C -4.33 3.75 0.08
C -3.37 4.76 -0.20
C -2.19 4.47 -0.92
C 0.16 4.07 -2.70
C 1.20 4.64 -2.04
C 1.72 5.89 -2.41
C 1.33 6.49 -3.59
C 0.33 5.86 -4.35
C -0.29 4.72 -3.86
C 2.13 -1.74 -3.37
C 3.12 -2.26 -4.20
C 3.21 -3.60 -4.44
C 2.37 -4.48 -3.81
C 1.26 -3.98 -3.13
C 1.14 -2.59 -2.90
P -0.45 -2.07 -2.06
C -0.52 -3.09 -0.53
C 0.52 -3.79 0.08
C 0.27 -4.44 1.31
C -1.06 -4.65 1.73
C -2.10 -4.05 1.02
C -1.83 -3.12 -0.02
C -1.68 -2.82 -3.16
C -1.85 -2.06 -4.33
C -2.74 -2.50 -5.28
C -3.52 -3.64 -5.13
C -3.47 -4.22 -3.89
C -2.54 -3.86 -2.89
C 3.23 1.21 -2.52
C 3.51 2.44 -3.01
C 4.52 3.24 -2.48
C 5.36 2.79 -1.46
C 5.09 1.53 -0.88
C 3.97 0.79 -1.39
P 3.48 -0.71 -0.49
C 3.92 -0.40 1.23
C 5.21 -0.59 1.73
C 5.51 -0.40 3.08
C 4.51 -0.02 3.96
C 3.25 0.39 3.50
C 2.94 0.17 2.16
C 4.65 -1.96 -1.09
C 4.69 -3.17 -0.33
C 5.61 -4.18 -0.67
C 6.50 -3.97 -1.73
C 6.44 -2.78 -2.49
C 5.57 -1.77 -2.16
H 0.95 0.62 -6.18
H -1.30 0.74 -7.18
H -3.23 1.46 -5.76
H -2.84 2.15 -3.46
H -2.58 1.07 -1.09
H -4.97 1.70 -0.27
H -5.33 3.98 0.50
H -3.58 5.76 0.05
H -1.56 5.23 -1.32
H 1.62 4.28 -1.07
H 2.39 6.44 -1.72
H 1.59 7.55 -3.79
H -0.04 6.26 -5.29
H -1.08 4.31 -4.53
H 3.91 -1.64 -4.69
H 4.05 -3.97 -5.11
H 2.46 -5.55 -3.84
H 0.53 -4.68 -2.74
H 1.42 -3.89 -0.58
H 1.05 -5.02 1.80
H -1.27 -5.22 2.62
H -3.14 -4.39 1.16
H -2.63 -2.54 -0.48
H -1.29 -1.18 -4.42
H -2.69 -1.98 -6.23
H -4.16 -4.05 -5.95
H -3.89 -5.21 -3.76
H -2.33 -4.55 -2.09
H 2.88 2.83 -3.77
H 4.76 4.20 -2.92
H 6.13 3.43 -1.10
H 5.52 1.33 0.07
H 6.04 -0.82 1.04
H 6.56 -0.64 3.46
H 4.81 0.08 5.01
H 2.50 0.73 4.20
H 1.99 0.46 1.72
H 4.06 -3.19 0.58
H 5.63 -5.15 -0.17
H 7.25 -4.70 -2.02
H 7.16 -2.56 -3.27
H 5.57 -0.81 -2.68
O -0.67 1.00 2.36
H -0.40 0.42 1.59
H -0.21 1.90 2.30
O -3.58 -1.40 2.71
H -3.02 -2.08 2.25
H -4.45 -1.39 2.28
O 0.06 3.77 2.09
H -0.45 4.15 2.84
H -0.49 3.94 1.27
O -1.17 -1.49 4.47
H -0.22 -1.44 4.29
H -1.33 -2.16 5.15
O -4.60 2.04 2.57
H -4.68 2.40 1.65
H -5.55 1.76 2.76
F -1.18 0.99 5.94
B -1.31 -0.15 6.69
F -0.29 -0.41 7.46
O -4.12 0.01 5.63
C -3.73 -0.24 6.80
O -2.52 -0.71 7.13
C -4.56 -0.10 8.06
C -4.07 -0.30 9.41
C -4.87 0.05 10.55
C -6.26 0.30 10.31
C -6.65 0.68 9.02
C -5.89 0.36 7.89
H -3.05 -0.63 9.59
H -4.38 0.18 11.45
H -7.02 0.51 11.09
H -7.56 1.23 8.92
H -6.30 0.43 6.89
*
```

Results
Energy in Ha: -6341.578931
Relative energy (zero: lowest compared OMol25 entry of this formula, charge and spin) in kcal/mol: 28.6
Highest occupied orbital energy (alpha / beta) in Ha: -0.156 / -0.113

Löwdin atomic charge list, values in e, 6 entries:
1 Sr 1.42
2 F -0.30
3 Ge 0.97
4 C -0.28
5 C -0.10
6 C -0.08

=====

(8)
An isolated molecule of C3H3NO2. Source: the Open Molecules 2025 dataset; level of theory: ωB97M-V/def2-TZVPD.

ORCA input file:
```
! RIJCOSX wB97M-V def2-TZVPD def2/J DEFGRID3
* xyz 0 1
N 2.61 -0.47 -0.06
C 1.55 -0.04 0.13
C 0.13 0.31 0.23
O -0.30 1.57 -0.16
C -0.81 -0.80 -0.25
O -1.99 -0.56 -0.43
H 0.06 0.19 1.48
H -0.79 1.66 -0.95
H -0.46 -1.86 0.01
*
```

Results
Energy in Ha: -321.282977
SMILES string: N#C[C@@H](O)C=O
Relative energy (zero: lowest compared OMol25 entry of this formula, charge and spin) in kcal/mol: 59.4
Highest occupied orbital energy in Ha: -0.402

Löwdin atomic charge list, values in e, 6 entries:
1 N 0.16
2 C -0.18
3 C -0.36
4 O 0.02
5 C -0.19
6 O 0.08

=====

(9)
A structure of composition C31H33BeClN2O2Si2. Source: the Open Molecules 2025 dataset; level of theory: ωB97M-V/def2-TZVPD.

ORCA input file:
```
! RIJCOSX wB97M-V def2-TZVPD def2/J DEFGRID3
* xyz 0 1
C 4.60 0.42 2.01
C 4.02 0.56 0.71
C 3.97 1.97 0.41
H 3.91 -0.24 -0.03
C 4.46 2.68 1.53
C 4.85 1.72 2.53
H 5.31 1.96 3.48
H 4.85 -0.52 2.49
H 3.64 2.41 -0.53
H 4.57 3.76 1.62
Be 1.77 0.31 1.27
Si -3.19 -0.30 1.10
C -2.65 -1.99 0.47
C -3.24 -2.57 -0.65
H -4.04 -2.04 -1.18
C -2.80 -3.80 -1.12
H -3.23 -4.22 -2.03
C -1.77 -4.48 -0.47
H -1.40 -5.43 -0.86
C -1.22 -3.94 0.69
H -0.43 -4.46 1.23
C -1.68 -2.71 1.18
H -1.26 -2.30 2.11
C -1.29 0.63 0.77
C 0.03 0.00 0.61
H 0.08 -1.09 0.52
C 1.12 0.86 -0.18
H 1.80 0.44 -0.93
C 0.81 2.29 -0.12
H 1.43 2.98 -0.70
C -0.13 2.78 0.81
H -0.06 3.82 1.14
C -1.21 1.99 1.20
H -2.01 2.41 1.83
H -2.68 0.05 2.49
Si -0.47 0.84 -0.98
C -1.11 2.15 -2.23
C -0.45 2.20 -3.47
H 0.31 1.45 -3.71
C -0.76 3.19 -4.41
H -0.22 3.22 -5.36
C -1.74 4.15 -4.13
H -1.99 4.92 -4.86
C -2.42 4.09 -2.90
H -3.20 4.81 -2.67
C -2.09 3.11 -1.96
H -2.62 3.10 -1.00
C -0.63 -0.69 -2.13
C 0.31 -1.73 -2.06
H 1.14 -1.71 -1.35
C 0.19 -2.83 -2.92
H 0.91 -3.65 -2.85
C -0.85 -2.89 -3.85
H -0.94 -3.75 -4.52
C -1.80 -1.86 -3.90
H -2.63 -1.92 -4.60
C -1.69 -0.78 -3.03
H -2.45 0.01 -3.06
H -4.39 -0.69 1.73
Cl -4.17 0.80 -0.38
C 1.17 -2.26 5.11
O 1.61 -2.35 3.71
C 1.72 -1.23 3.07
O 2.05 -1.18 1.82
N 1.50 -0.08 3.70
N 1.54 1.08 2.80
H 0.14 -1.87 5.18
H 1.85 -1.65 5.72
H 1.18 -3.29 5.46
H 1.08 -0.04 4.64
H 0.68 1.62 2.91
H 2.31 1.71 3.07
*
```

Results
Energy in Ha: -2514.790614
Relative energy (zero: lowest compared OMol25 entry of this formula, charge and spin) in kcal/mol: 17.0
Highest occupied orbital energy (alpha / beta) in Ha: -0.252 / -0.250

Löwdin atomic charge list, values in e, 6 entries:
1 C -0.18
2 C -0.21
3 C -0.17
4 H 0.10
5 C -0.16
6 C -0.18

=====

(10)
The ion C6H10N2OP with charge +1. Source: the Open Molecules 2025 dataset; level of theory: ωB97M-V/def2-TZVPD.

ORCA input file:
```
! RIJCOSX wB97M-V def2-TZVPD def2/J DEFGRID3
* xyz 1 1
C 2.95 0.65 -0.31
C 1.83 1.56 -0.57
C -0.37 0.60 -0.13
C -3.70 0.17 1.05
C 3.50 -1.56 0.26
C -3.29 0.53 -0.38
N 2.60 -0.52 0.03
N 0.62 1.07 -0.56
O -1.54 -1.80 -0.63
P -1.71 -0.39 -0.70
H 3.93 0.92 -0.40
H 2.14 2.64 -0.82
H -4.72 0.37 1.10
H -3.37 -0.78 1.18
H -3.07 0.73 1.71
H 3.44 -2.15 -0.58
H 4.60 -1.43 0.21
H 3.27 -2.33 1.09
H -3.17 1.53 -0.36
H -3.96 0.18 -1.20
*
```

Results
Energy in Ha: -760.309484
Relative energy (zero: lowest compared OMol25 entry of this formula, charge and spin) in kcal/mol: 75.5
Highest occupied orbital energy (alpha / beta) in Ha: -0.473 / -0.474

Löwdin atomic charge list, values in e, 6 entries:
1 C -0.11
2 C 0.02
3 C -0.07
4 C -0.09
5 C -0.13
6 C -0.27

=====

(11)
A structure of composition C15H20N4O4PdSi. Source: the Open Molecules 2025 dataset; level of theory: ωB97M-V/def2-TZVPD.

ORCA input file:
```
! RIJCOSX wB97M-V def2-TZVPD def2/J DEFGRID3
* xyz 0 1
Pd -0.04 -0.07 0.12
C 2.98 0.39 -1.43
C 2.97 0.21 0.05
C 4.10 0.32 0.84
C 3.99 0.17 2.22
C 2.77 -0.08 2.82
C 1.66 -0.22 1.99
N 1.81 -0.08 0.65
N 0.35 -0.43 2.30
Si -0.27 -1.88 3.00
C -2.13 -1.72 3.08
C 0.25 -3.39 2.03
C 0.34 -2.06 4.77
H 3.55 1.28 -1.70
H 1.97 0.51 -1.82
H 3.45 -0.47 -1.92
H 5.05 0.54 0.38
H 4.87 0.28 2.84
H 2.66 -0.15 3.90
H -2.56 -1.66 2.09
H -2.41 -0.81 3.62
H -2.56 -2.58 3.59
H 0.03 -3.29 0.97
H -0.27 -4.29 2.39
H 1.32 -3.58 2.13
H 0.08 -1.18 5.36
H 1.43 -2.19 4.81
H -0.11 -2.93 5.25
C -3.28 -1.93 -0.36
C -3.12 -0.45 -0.32
N -1.98 0.22 -0.23
C -2.28 1.57 -0.35
C -3.62 1.71 -0.46
N -4.13 0.43 -0.44
C -4.57 2.84 -0.65
O -4.07 4.05 -0.68
O -5.75 2.59 -0.75
C -1.15 2.58 -0.42
O -1.46 3.77 -0.53
O 0.02 2.09 -0.40
H -2.30 -2.40 -0.24
H -3.70 -2.23 -1.32
H -3.93 -2.28 0.44
H -5.11 0.24 -0.55
H -3.06 4.05 -0.58
*
```

Results
Energy in Ha: -1521.070841
Relative energy (zero: lowest compared OMol25 entry of this formula, charge and spin) in kcal/mol: 30.6
Highest occupied orbital energy (alpha / beta) in Ha: -0.311 / -0.311

Löwdin atomic charge list, values in e, 6 entries:
1 Pd 1.00
2 C -0.02
3 C -0.30
4 C -0.04
5 C -0.05
6 C -0.01